No. 1
The following is a quantum chemistry calculation of C10H20GaN2OP as an isolated structure, from OMol25.

## Properties
LUMO energy   0.27 eV
E_HOMO   -5.67 eV
Relative energy (zero: lowest compared OMol25 entry of this formula, charge and spin)   0.00 kcal/mol
E_tot   -77382.8871 eV

```
! wB97M-V def2-TZVPD RIJCOSX def2/J DEFGRID3
* xyz 0 1
C -0.66 -0.85 -3.70
C -0.68 0.10 -4.68
C -0.28 1.44 -4.57
C 0.30 2.11 -3.48
C 0.65 1.60 -2.26
Ga 0.07 -0.13 -2.18
P 0.46 -2.38 -1.28
H -1.00 -1.87 -3.91
H -1.06 -0.15 -5.68
H -0.43 2.05 -5.47
H 1.14 2.22 -1.51
H 0.49 3.17 -3.71
H 1.66 -2.59 -0.54
H 0.41 -3.49 -2.18
H -0.57 -2.69 -0.34
C -2.41 0.23 1.28
N -1.24 0.15 2.13
C -1.46 0.01 3.56
C -0.05 0.16 1.47
O -0.11 0.22 0.21
N 1.17 0.08 2.10
C 1.42 0.02 3.52
C 2.37 -0.01 1.29
H -3.29 0.23 1.93
H -2.46 -0.63 0.60
H -2.40 1.14 0.68
H -0.93 -0.86 3.97
H -1.18 0.92 4.11
H -2.54 -0.15 3.69
H 1.31 -1.01 3.92
H 2.46 0.34 3.67
H 0.77 0.70 4.09
H 2.11 -0.13 0.24
H 2.98 0.89 1.42
H 2.98 -0.87 1.62
*
```

No. 2
The following is a quantum chemistry calculation of C10H20MoN2PS as an isolated structure, from OMol25.

## Properties
LUMO energy (alpha / beta)   -3.56 / -3.83 eV
E_HOMO (alpha / beta)   -10.11 / -10.53 eV
Relative energy (zero: lowest compared OMol25 entry of this formula, charge and spin)   56.52 kcal/mol
⟨S²⟩   2.01
E_tot   -35643.4727 eV

```
! wB97M-V def2-TZVPD RIJCOSX def2/J DEFGRID3
* xyz 1 3
C -0.64 1.06 -0.83
C 0.19 1.04 -2.02
C 1.53 1.29 -1.69
C 1.64 1.42 -0.29
C 0.31 1.32 0.32
Mo -0.44 -0.77 0.46
P -2.39 -1.58 -0.51
H -1.71 1.31 -0.77
H -0.23 0.87 -3.00
H 2.34 1.43 -2.40
H -0.01 1.84 1.24
H 2.52 1.57 0.31
H -2.54 -2.96 -0.85
H -2.84 -0.94 -1.71
H -3.53 -1.41 0.34
C 1.30 -2.35 0.49
N 2.11 -2.20 1.71
C 3.51 -2.60 1.73
C 1.66 -1.40 2.69
S 0.05 -0.78 2.65
N 2.49 -1.06 3.73
C 3.06 -2.13 4.58
C 2.10 0.16 4.45
H 1.79 -3.02 -0.22
H 1.24 -1.34 -0.08
H 0.28 -2.75 0.73
H 4.13 -1.77 2.10
H 3.66 -3.46 2.39
H 3.84 -2.86 0.72
H 4.16 -2.15 4.48
H 2.82 -1.91 5.62
H 2.66 -3.11 4.32
H 2.02 0.99 3.76
H 1.14 0.01 4.96
H 2.88 0.38 5.20
*
```

No. 3
The following is a quantum chemistry calculation of C10H20N2NiOP as an isolated structure, from OMol25.

## Properties
LUMO energy (alpha / beta)   2.87 / 2.61 eV
E_HOMO (alpha / beta)   -0.50 / -2.48 eV
⟨S²⟩   2.00
E_tot   -66048.6109 eV

```
! wB97M-V def2-TZVPD RIJCOSX def2/J DEFGRID3
* xyz -1 3
C -0.85 2.55 -2.72
C 0.41 3.11 -3.12
C 0.92 3.89 -2.04
C -0.10 3.98 -1.04
C -1.16 3.08 -1.40
Ni -0.26 -1.02 -0.96
P -1.30 -1.57 -2.70
H -1.44 1.82 -3.25
H 0.90 2.93 -4.06
H 1.91 4.33 -1.97
H -2.00 2.81 -0.77
H -0.12 4.68 -0.22
H -0.36 -2.52 -3.29
H -1.43 -0.56 -3.68
H -2.53 -2.25 -2.89
C 1.88 -0.25 -0.17
N 1.09 -1.16 0.68
C 1.69 -2.48 0.92
C -0.02 -0.63 1.41
O -0.48 0.47 1.00
N -0.54 -1.14 2.53
C -0.08 -2.32 3.24
C -1.73 -0.48 3.02
H 2.82 -0.75 -0.48
H 2.16 0.66 0.37
H 1.31 0.08 -1.08
H 2.21 -2.59 1.88
H 0.89 -3.23 0.84
H 2.40 -2.66 0.11
H 0.92 -2.19 3.69
H -0.78 -2.48 4.05
H -0.10 -3.19 2.59
H -1.58 0.55 3.38
H -2.52 -0.43 2.27
H -2.11 -1.06 3.86
*
```

No. 4
The following is a quantum chemistry calculation of one molecule with the formula C10H20N2O, from OMol25.

## Properties
SMILES   CCCC[C@H](N)C(=O)CNC1CC1
LUMO energy   0.73 eV
E_HOMO   -8.91 eV
Relative energy (zero: lowest compared OMol25 entry of this formula, charge and spin)   44.41 kcal/mol
E_tot   -15720.6505 eV

```
! wB97M-V def2-TZVPD RIJCOSX def2/J DEFGRID3
* xyz 0 1
C -0.99 2.50 1.80
C 0.00 2.35 0.64
C -0.62 1.59 -0.57
C 0.37 1.43 -1.77
C 0.02 0.25 -2.71
N -1.34 0.59 -3.30
C -0.04 -1.11 -1.97
O -0.67 -2.04 -2.51
C 0.94 -1.49 -0.85
N 0.19 -2.07 0.28
C 0.84 -2.48 1.53
C 0.02 -2.37 2.81
C 1.10 -1.35 2.47
H -1.20 1.52 2.22
H -1.93 2.97 1.47
H -0.51 3.12 2.54
H 0.29 3.34 0.32
H 0.89 1.81 0.98
H -1.51 2.19 -0.87
H -1.00 0.61 -0.21
H 0.42 2.35 -2.38
H 1.39 1.31 -1.38
H 0.77 0.19 -3.51
H -2.00 0.83 -2.55
H -1.70 -0.23 -3.80
H 1.63 -2.23 -1.24
H 1.44 -0.59 -0.50
H -0.41 -2.84 -0.08
H 1.60 -3.28 1.50
H 0.27 -3.08 3.60
H -1.04 -2.08 2.71
H 0.77 -0.34 2.21
H 1.99 -1.35 3.12
*
```

No. 5
The following is a quantum chemistry calculation of C10H20N2O14S2 as an isolated structure, from OMol25.

## Properties
LUMO energy   0.41 eV
E_HOMO   -9.86 eV
E_tot   -64002.7034 eV

```
! wB97M-V def2-TZVPD RIJCOSX def2/J DEFGRID3
* xyz 0 1
C -11.92 19.39 -20.54
N -13.24 18.78 -20.22
O -14.00 19.41 -19.51
O -13.46 17.68 -20.67
H -11.79 19.38 -21.61
H -11.16 18.79 -20.06
H -11.86 20.39 -20.12
C -12.09 20.81 -16.45
N -11.22 21.55 -17.39
O -11.47 22.72 -17.60
O -10.26 20.96 -17.85
H -11.47 20.15 -15.86
H -12.84 20.27 -17.02
H -12.61 21.55 -15.85
O -7.51 21.82 -13.97
C -7.70 22.76 -14.68
O -7.42 24.03 -14.26
C -7.66 24.99 -15.31
C -7.84 24.18 -16.60
C -8.24 22.80 -16.10
H -6.80 25.66 -15.35
H -8.58 25.51 -15.07
H -6.91 24.12 -17.18
H -8.58 24.64 -17.26
H -7.85 21.97 -16.68
H -9.32 22.72 -16.00
C -12.41 26.49 -21.14
C -12.13 26.58 -19.63
O -11.25 25.51 -19.31
S -10.67 24.83 -20.62
O -10.64 23.43 -20.46
O -9.50 25.52 -21.02
O -11.89 25.21 -21.55
H -11.86 27.25 -21.70
H -13.46 26.53 -21.41
H -13.02 26.51 -19.01
H -11.62 27.52 -19.43
C -10.84 21.14 -10.09
C -11.61 22.41 -10.49
O -11.92 22.25 -11.86
S -11.33 20.89 -12.44
O -10.70 21.14 -13.68
O -12.30 19.87 -12.32
O -10.23 20.73 -11.33
H -11.54 20.36 -9.77
H -10.06 21.31 -9.36
H -10.97 23.29 -10.36
H -12.51 22.54 -9.88
*
```

No. 6
The following is a quantum chemistry calculation of one molecule with the formula C10H20N2O4, from OMol25.

## Properties
SMILES   CC(C)C[C@H](N)C(=O)N[C@H](C(=O)O)[C@@H](C)O
LUMO energy   0.54 eV
E_HOMO   -9.55 eV
Relative energy (zero: lowest compared OMol25 entry of this formula, charge and spin)   46.13 kcal/mol
E_tot   -21864.4244 eV

```
! wB97M-V def2-TZVPD RIJCOSX def2/J DEFGRID3
* xyz 0 1
C -4.23 0.51 -1.16
C -2.98 0.33 -0.30
C -1.85 0.97 -1.08
C -2.60 -1.07 0.06
C -1.38 -1.29 0.99
N -1.39 -0.29 2.07
C -0.03 -1.27 0.19
O 0.19 -2.03 -0.76
N 0.88 -0.38 0.61
C 2.04 -0.15 -0.21
C 2.86 -1.30 -0.59
O 3.64 -1.28 -1.54
O 2.85 -2.17 0.46
C 2.96 0.88 0.44
C 4.16 1.41 -0.35
O 2.11 2.04 0.70
H -4.47 1.58 -1.35
H -5.24 0.05 -0.77
H -4.06 0.14 -2.24
H -3.11 0.96 0.63
H -0.92 0.86 -0.46
H -2.14 2.02 -1.29
H -1.64 0.42 -2.08
H -2.36 -1.61 -0.90
H -3.47 -1.53 0.56
H -1.49 -2.31 1.46
H -2.35 -0.13 2.36
H -0.90 -0.73 2.87
H 0.64 0.31 1.25
H 1.80 0.28 -1.14
H 3.33 -2.98 0.28
H 3.31 0.41 1.42
H 4.69 0.59 -0.90
H 4.84 2.02 0.42
H 3.82 2.20 -1.15
H 2.49 2.53 1.52
*
```